Record 1
Here is a 8-piece molecular cluster, C25H67O8P overall in a non-equilibrium geometry from OMol25. Energies are from the ωB97M-V functional and the def2-TZVPD basis.

Positions of all 101 atoms, in Å:
C1 -3.82 3.81 0.16
C2 -2.84 3.65 -0.99
C3 -2.91 4.83 -1.95
O1 -3.14 2.45 -1.69
H1 -4.85 3.86 -0.21
H2 -3.77 2.95 0.84
H3 -3.61 4.72 0.73
H4 -1.82 3.55 -0.59
H5 -3.91 4.91 -2.39
H6 -2.21 4.69 -2.78
H7 -2.67 5.77 -1.44
H8 -4.04 2.52 -2.05
C4 0.32 -0.16 7.15
C5 0.55 -1.67 7.06
C6 2.02 -2.01 7.12
O2 -0.01 -2.16 5.85
H9 0.80 0.35 6.31
H10 -0.75 0.07 7.09
H11 0.72 0.24 8.08
H12 0.02 -2.16 7.89
H13 2.57 -1.56 6.28
H14 2.17 -3.09 7.05
H15 2.48 -1.66 8.06
H16 0.46 -1.73 5.11
C7 2.45 5.32 -1.19
C8 1.08 5.24 -1.85
C9 1.03 4.14 -2.90
O3 0.78 6.49 -2.46
H17 3.22 5.55 -1.92
H18 2.47 6.12 -0.44
H19 2.70 4.38 -0.70
H20 0.31 5.05 -1.09
H21 1.76 4.34 -3.70
H22 0.05 4.11 -3.38
H23 1.25 3.17 -2.46
H24 1.45 6.67 -3.13
C10 5.15 0.86 -2.29
C11 3.78 0.78 -2.95
C12 3.73 -0.32 -4.00
O4 3.48 2.03 -3.56
H25 5.92 1.09 -3.02
H26 5.17 1.66 -1.54
H27 5.40 -0.08 -1.79
H28 3.01 0.59 -2.19
H29 4.46 -0.12 -4.80
H30 2.75 -0.35 -4.47
H31 3.95 -1.29 -3.56
H32 4.15 2.21 -4.23
C13 -4.29 0.76 7.65
C14 -3.42 0.06 8.68
C15 -4.15 -0.14 9.99
O5 -2.24 0.83 8.90
H33 -4.59 1.75 8.01
H34 -3.75 0.91 6.71
H35 -5.20 0.18 7.44
H36 -3.10 -0.91 8.28
H37 -4.44 0.82 10.43
H38 -3.50 -0.64 10.73
H39 -5.05 -0.75 9.85
H40 -2.52 1.70 9.25
C16 -0.43 -1.49 -6.63
C17 0.26 -2.59 -5.84
C18 -0.72 -3.68 -5.44
O6 0.84 -2.03 -4.66
H41 -1.21 -1.01 -6.03
H42 0.29 -0.71 -6.90
H43 -0.88 -1.88 -7.55
H44 1.07 -3.02 -6.43
H45 -1.52 -3.28 -4.80
H46 -0.22 -4.46 -4.86
H47 -1.18 -4.14 -6.32
H48 0.13 -1.65 -4.13
C19 3.30 -6.05 -5.94
C20 1.94 -6.13 -6.60
C21 1.89 -7.23 -7.65
O7 1.63 -4.88 -7.21
H49 4.08 -5.82 -6.67
H50 3.32 -5.25 -5.19
H51 3.56 -6.99 -5.45
H52 1.17 -6.32 -5.84
H53 2.62 -7.03 -8.45
H54 0.90 -7.26 -8.13
H55 2.10 -8.20 -7.21
H56 2.31 -4.70 -7.88
C22 1.68 0.18 2.42
O8 0.50 0.91 3.01
C23 -0.66 0.36 2.29
C24 -2.10 1.05 2.68
C25 -3.24 0.31 1.73
P1 -3.48 -1.54 2.10
H57 2.49 0.97 2.06
H58 1.38 -0.49 1.50
H59 2.22 -0.50 3.21
H60 -0.69 -0.79 2.50
H61 -0.53 0.51 1.11
H62 -2.35 1.06 3.82
H63 -2.01 2.20 2.35
H64 -4.30 0.82 1.79
H65 -2.82 0.40 0.62
H66 -4.09 -1.73 3.41
H67 -2.24 -2.28 2.15

Values from the calculation:
Multiplicity: 1
Orbital gap in eV: 8.7
LUMO in eV: 0.476
DFT total energy in eV: -52676.4934
E_HOMO in Eh: -0.3034
SMILES string: CC(C)O.CC(C)O.CC(C)O.CC(C)O.CC(C)O.CC(C)O.CC(C)O.COCCCP

Löwdin atomic charge list, values in e, 6 entries: C -0.06; C -0.50; C -0.06; O -0.06; H 0.09; H 0.04


Record 2
Here is a 6-piece molecular cluster, C37H63BF4N5O11S overall in a non-equilibrium geometry from OMol25. Energies are from the ωB97M-V functional and the def2-TZVPD basis.

Positions of all 122 atoms, in Å:
C1 2.09 -1.11 5.95
B1 2.06 -0.01 4.76
O1 2.60 1.33 4.91
N1 1.46 -0.37 3.43
C2 1.90 -0.76 2.15
N2 3.17 -0.97 1.80
C3 4.39 -0.89 2.60
C4 4.89 -2.14 3.34
C5 6.18 -1.83 4.11
C6 6.74 -0.43 4.10
N3 6.29 0.76 3.48
C7 5.13 0.42 2.75
C8 3.38 -1.33 0.35
C9 4.92 -1.74 0.04
F1 3.13 -0.20 -0.52
N4 0.82 -0.94 1.17
C10 -0.33 -0.62 1.97
C11 -1.76 -0.68 1.29
C12 -2.43 -2.15 1.33
C13 -3.00 -2.57 2.76
S1 -4.44 -1.53 3.34
N5 0.09 -0.28 3.29
C14 -0.92 0.13 4.29
C15 -1.01 1.75 4.46
C16 -2.50 2.30 4.46
F2 -3.66 1.52 4.56
C17 -2.67 3.71 4.40
F3 -3.85 4.25 4.91
F4 -1.64 4.49 3.82
H1 1.18 -1.78 5.85
H2 2.03 -0.52 6.93
H3 3.09 -1.68 5.87
H4 3.55 1.28 5.13
H5 4.40 -3.16 3.30
H6 6.69 -2.65 4.71
H7 7.71 -0.29 4.71
H8 4.68 1.30 2.16
H9 2.77 -2.25 0.05
H10 5.23 -2.68 0.60
H11 4.91 -2.02 -1.07
H12 5.63 -0.87 0.15
H13 -1.76 -0.34 0.20
H14 -2.45 0.01 1.89
H15 -1.74 -2.97 0.96
H16 -3.32 -2.12 0.60
H17 -2.21 -2.60 3.59
H18 -3.38 -3.65 2.66
H19 -5.19 -1.14 2.23
H20 -0.82 -0.40 5.31
H21 -1.97 -0.17 3.93
H22 -0.51 2.17 3.51
H23 -0.40 2.14 5.34
O2 2.30 10.62 2.68
C18 1.87 9.53 2.97
O3 1.19 8.81 2.07
C19 0.80 7.44 2.24
C20 -0.51 7.34 3.00
C21 2.01 9.00 4.37
H24 1.60 6.87 2.71
H25 0.67 7.03 1.24
H26 -0.43 7.76 4.00
H27 -0.83 6.30 3.08
H28 -1.29 7.91 2.48
H29 1.20 9.41 4.99
H30 2.97 9.33 4.78
H31 2.00 7.92 4.44
O4 -3.19 0.24 -2.52
C22 -2.28 0.96 -2.88
O5 -1.04 0.74 -2.40
C23 0.14 1.39 -2.90
C24 0.35 2.73 -2.23
C25 -2.53 2.13 -3.77
H32 0.12 1.47 -3.99
H33 0.98 0.74 -2.65
H34 -0.48 3.42 -2.44
H35 1.28 3.20 -2.56
H36 0.39 2.62 -1.14
H37 -2.86 2.98 -3.17
H38 -3.32 1.87 -4.48
H39 -1.67 2.42 -4.37
O6 3.16 -6.17 -3.45
C26 2.31 -5.32 -3.32
O7 1.61 -5.23 -2.18
C27 0.72 -4.15 -1.84
C28 -0.65 -4.38 -2.43
C29 1.97 -4.40 -4.46
H40 1.15 -3.19 -2.14
H41 0.66 -4.13 -0.75
H42 -0.63 -4.41 -3.52
H43 -1.34 -3.58 -2.12
H44 -1.06 -5.34 -2.09
H45 1.26 -4.90 -5.12
H46 2.88 -4.18 -5.01
H47 1.56 -3.44 -4.15
O8 -2.58 -7.84 -0.56
C30 -1.51 -8.36 -0.77
O9 -0.68 -7.83 -1.69
C31 0.68 -8.25 -1.89
C32 0.75 -9.45 -2.82
C33 -1.13 -9.64 -0.09
H48 1.18 -8.43 -0.93
H49 1.20 -7.41 -2.35
H50 0.24 -10.31 -2.40
H51 1.79 -9.72 -3.01
H52 0.27 -9.22 -3.77
H53 -1.57 -10.48 -0.64
H54 -1.52 -9.63 0.92
H55 -0.05 -9.79 0.00
O10 -2.73 3.65 -6.15
C34 -3.69 4.35 -6.40
O11 -4.83 3.80 -6.85
C35 -6.07 4.51 -7.00
C36 -6.13 5.23 -8.33
C37 -3.60 5.85 -6.29
H56 -6.24 5.17 -6.15
H57 -6.86 3.75 -6.96
H58 -5.35 5.99 -8.41
H59 -7.10 5.72 -8.45
H60 -5.98 4.53 -9.15
H61 -3.15 6.25 -7.20
H62 -2.95 6.09 -5.44
H63 -4.55 6.34 -6.10

Values from the calculation:
Multiplicity: 1
Orbital gap in eV: 8.1
LUMO in eV: -3.409
DFT total energy in eV: -91733.6211
Total charge: +1
E_HOMO in Eh: -0.4225

Löwdin atomic charge list, values in e, 6 entries: C 0.00; B -0.44; O 0.09; N 0.17; C -0.18; N 0.03


Record 3
Here is C34H44Br2N12OSiSr as an isolated structure from OMol25. Energies are from the ωB97M-V functional and the def2-TZVPD basis.

Positions of all 95 atoms, in Å:
Sr1 0.04 -0.37 -0.02
C1 2.66 2.13 -0.41
C2 2.92 1.13 -1.51
C3 4.07 1.26 -2.32
C4 4.28 0.37 -3.32
C5 3.34 -0.66 -3.57
C6 3.46 -1.60 -4.62
Br1 4.96 -1.57 -5.78
C7 2.48 -2.52 -4.82
C8 1.36 -2.56 -3.98
Br2 0.05 -3.87 -4.37
C9 1.16 -1.70 -2.90
O1 0.12 -1.72 -2.13
C10 2.22 -0.72 -2.72
N1 2.05 0.17 -1.69
H1 2.79 3.15 -0.79
H2 3.37 2.00 0.41
H3 1.66 2.04 -0.01
H4 4.77 2.07 -2.13
H5 5.16 0.45 -3.96
H6 2.56 -3.24 -5.63
C11 -2.18 -2.10 4.10
N2 -0.96 -1.33 4.25
C12 -1.18 -0.06 4.96
C13 -0.07 -1.39 3.20
N3 -0.24 -1.98 2.09
N4 1.14 -0.77 3.52
C14 2.25 -0.58 2.72
N5 3.40 -0.31 3.46
N6 2.22 -0.66 1.45
H7 -2.71 -2.09 5.06
H8 -1.95 -3.14 3.86
H9 -2.84 -1.70 3.33
H10 -1.41 -0.26 6.01
H11 -2.02 0.48 4.51
H12 -0.32 0.59 4.90
H13 -1.19 -2.35 2.01
H14 1.29 -0.66 4.51
H15 3.29 -0.01 4.42
H16 4.13 0.17 2.96
H17 3.15 -0.52 1.05
C15 -0.49 1.71 1.73
Si1 -1.54 2.92 0.90
C16 -1.25 2.88 -1.00
N7 -1.17 1.54 -1.61
C17 -2.48 0.85 -1.65
C18 -3.08 0.73 -3.05
C19 -2.91 2.04 -3.81
C20 -1.41 2.36 -3.97
C21 -0.57 1.58 -2.95
C22 -3.36 2.54 1.27
C23 -3.72 1.32 1.85
C24 -5.05 1.01 2.14
C25 -6.05 1.92 1.83
C26 -5.72 3.14 1.24
C27 -4.39 3.44 0.98
C28 -1.31 4.76 1.31
C29 -1.60 5.80 0.42
C30 -1.44 7.13 0.78
C31 -0.99 7.46 2.05
C32 -0.69 6.44 2.95
C33 -0.84 5.11 2.58
H18 -0.88 1.43 2.71
H19 0.54 2.07 1.89
H20 -0.27 3.36 -1.15
H21 -1.97 3.52 -1.53
H22 -3.18 1.39 -1.01
H23 -2.39 -0.16 -1.22
H24 -4.14 0.46 -2.96
H25 -2.61 -0.09 -3.60
H26 -3.40 2.83 -3.24
H27 -3.40 1.99 -4.78
H28 -1.24 3.43 -3.86
H29 -1.06 2.09 -4.97
H30 0.42 2.02 -2.86
H31 -0.43 0.55 -3.28
H32 -2.95 0.59 2.08
H33 -5.29 0.06 2.60
H34 -7.09 1.69 2.05
H35 -6.49 3.85 1.00
H36 -4.14 4.40 0.54
H37 -1.96 5.57 -0.58
H38 -1.68 7.91 0.07
H39 -0.87 8.49 2.33
H40 -0.33 6.69 3.94
H41 -0.60 4.33 3.28
N8 -2.23 -3.30 -2.10
N9 -2.94 -2.61 -1.14
N10 -4.16 -2.16 -1.32
C34 -4.42 -1.63 -0.13
N11 -3.40 -1.75 0.71
N12 -2.46 -2.40 0.05
H42 -2.78 -3.26 -2.94
H43 -1.32 -2.84 -2.23
H44 -5.35 -1.13 0.11

Values from the calculation:
Multiplicity: 1
Orbital gap in eV: 7.0
LUMO in eV: 0.046
DFT total energy in eV: -204702.1233
ΔE to the lowest compared entry with this formula, charge and spin in kcal/mol: 0.0
E_HOMO in Eh: -0.2553

Löwdin atomic charge list, values in e, 6 entries: Sr 1.33; C -0.03; C -0.33; C -0.01; C -0.02; C -0.19


Record 4
Here is C3H5N3 as an isolated structure from OMol25. Energies are from the ωB97M-V functional and the def2-TZVPD basis.

Positions of all 11 atoms, in Å:
C1 1.69 0.11 -0.86
C2 0.23 -0.08 0.43
C3 -1.05 0.06 0.03
N1 -1.92 -0.19 1.12
N2 -1.51 -0.47 2.24
N3 1.41 -0.18 0.66
H1 1.39 1.12 -1.18
H2 1.29 -0.64 -1.55
H3 2.76 0.04 -0.81
H4 -1.37 0.34 -0.97
H5 -2.92 -0.10 0.87

Values from the calculation:
Multiplicity: 1
Orbital gap (alpha / beta) in eV: 8.2 / 8.2
LUMO (alpha / beta) in eV: 0.119 / 0.119
DFT total energy in eV: -7656.1251
ΔE to the lowest compared entry with this formula, charge and spin in kcal/mol: 146.0
E_HOMO (alpha / beta) in Eh: -0.2962 / -0.2962

Löwdin atomic charge list, values in e, 6 entries: C -0.06; C -0.21; C -0.12; N -0.26; N 0.05; N 0.10


Record 5
Here is a 2-piece molecular cluster, C4H14N2O overall in a non-equilibrium geometry from OMol25. Energies are from the ωB97M-V functional and the def2-TZVPD basis.

Positions of all 21 atoms, in Å:
C1 0.34 1.18 -1.28
C2 1.15 0.88 0.05
C3 1.27 2.00 0.98
N1 0.41 -0.18 0.83
C4 0.54 -1.48 0.09
N2 -0.21 -1.85 -1.13
H1 0.50 2.26 -1.52
H2 -0.69 1.07 -1.08
H3 0.64 0.49 -2.11
H4 2.00 0.36 -0.24
H5 2.05 1.85 1.75
H6 0.22 2.24 1.48
H7 1.73 2.93 0.32
H8 -0.59 0.07 0.82
H9 0.41 -2.41 0.76
H10 1.70 -1.56 -0.11
H11 -1.21 -1.61 -1.00
H12 0.12 -1.37 -1.96
O1 -2.78 -0.57 0.47
H13 -2.90 0.32 1.04
H14 -2.90 -1.24 1.14

Values from the calculation:
Multiplicity: 1
Orbital gap in eV: 9.2
LUMO in eV: 0.476
DFT total energy in eV: -9401.1461
ΔE to the lowest compared entry with this formula, charge and spin in kcal/mol: 56.7
E_HOMO in Eh: -0.3214
SMILES string: CC(C)NCN.O

Löwdin atomic charge list, values in e, 6 entries: C -0.05; C -0.49; C -0.11; N -0.06; C -0.32; N -0.01


Record 6
Here is the molecule C4H7NO in a non-equilibrium geometry from OMol25. Energies are from the ωB97M-V functional and the def2-TZVPD basis.

Positions of all 13 atoms, in Å:
C1 1.82 0.33 -0.07
N1 0.45 0.18 -0.62
C2 -0.50 0.95 0.15
C3 -0.69 -0.46 0.55
C4 -1.82 -1.16 -0.11
O1 -1.86 -2.18 -0.74
H1 2.18 1.30 -0.43
H2 2.47 -0.46 -0.46
H3 1.85 0.32 1.03
H4 -0.10 1.64 0.88
H5 -1.27 1.38 -0.49
H6 0.25 -1.03 0.24
H7 -2.79 -0.70 0.11

Values from the calculation:
Multiplicity: 1
Orbital gap in eV: 9.5
LUMO in eV: 0.240
DFT total energy in eV: -7794.5529
ΔE to the lowest compared entry with this formula, charge and spin in kcal/mol: 117.4
E_HOMO in Eh: -0.3392
SMILES string: CN1C[C@H]1C=O

Löwdin atomic charge list, values in e, 6 entries: C -0.11; N -0.08; C -0.22; C -0.09; C -0.30; O 0.05